This record from the OMol25 dataset describes a cluster of 2 separate species, C6H5NO in total. The level of theory is the ωB97M-V functional and the def2-TZVPD basis.

Values from the calculation:
LUMO (eV): -0.62
Largest force on an atom (eV/Å): 7.38
HOMO (eV): -8.17
Multiplicity: 1
Orbital gap (eV): 7.5
Energy above the lowest of the compared OMol25 structures with the same formula, charge and spin (eV): 5.8027

Element x y z (Å)
1 O 0.12443 1.38845 2.57979
2 N -0.96378 0.12631 1.17894
3 C 0.35180 -0.52655 -2.07547
4 C 0.21950 -1.32134 -3.11671
5 C 0.79058 0.83752 0.12640
6 C 0.13112 0.79504 1.37918
7 C -1.15246 -0.41003 -0.14480
8 C -0.07889 0.11393 -0.76746
9 H -1.97618 -1.38285 0.10384
10 H 0.81421 -1.80518 -3.89980
11 H 1.41491 1.25698 3.05704
12 H 1.79338 1.19164 -0.35559
13 H -1.46861 -0.26391 1.93463

Forces on the atoms, in the same order (eV/Å):
6.858 -0.099 2.731
-2.989 -2.612 -1.691
-2.175 -3.304 -3.982
2.402 4.498 5.306
1.179 0.535 -1.090
1.585 1.235 -2.219
-2.745 -1.674 5.502
2.331 -2.327 -3.181
2.712 3.085 -2.348
-0.942 0.159 0.393
-5.550 0.677 -1.999
-2.065 -0.260 1.798
-0.600 0.086 0.781

---

This record from the OMol25 dataset describes a structure of composition C6H12CuO10. The level of theory is the ωB97M-V functional and the def2-TZVPD basis.

Values from the calculation:
LUMO (spin up / spin down) (eV): 4.25 / 4.25
Largest force on an atom (eV/Å): 7.30
HOMO (spin up / spin down) (eV): 0.79 / 0.79
Total charge: -2
Multiplicity: 2
Orbital gap (spin up / spin down) (eV): 3.5 / 3.5
⟨S²⟩: 0.7612

Element x y z (Å)
1 Cu -0.15132 0.19493 1.49883
2 O -1.21136 1.46437 3.32725
3 O 2.61102 -0.88951 1.48771
4 O 1.89999 -2.07350 -1.02158
5 O 2.31580 -1.61433 3.41672
6 O 0.06921 2.31348 4.83796
7 O -2.33732 0.18366 0.57722
8 O 0.96969 -2.17846 1.77065
9 O 1.30218 0.62788 -0.33015
10 O 0.71928 2.01352 2.74182
11 O -3.29472 0.35426 -2.97809
12 C -0.14449 1.98296 3.66774
13 C -2.22436 0.10633 -2.01423
14 C 1.73205 0.21446 -1.58951
15 C 1.98998 -1.63790 2.24623
16 C -2.86735 0.68344 -0.69879
17 C 2.63056 -1.00460 -1.60682
18 H 0.82575 -0.11185 -2.09965
19 H 2.91610 -1.31678 -2.61136
20 H -2.12016 -0.97515 -1.92681
21 H 1.92827 0.22885 0.27845
22 H 2.10912 1.08559 -2.12527
23 H -1.32739 0.55560 -2.44050
24 H 3.53902 -0.91480 -1.01121
25 H -2.74606 0.77867 1.21006
26 H -3.02139 1.75558 -0.82085
27 H -3.89221 0.31343 -0.72790
28 H -3.94461 -0.35107 -2.93632
29 H 1.72474 -1.78904 -0.12160

Forces on the atoms, in the same order (eV/Å):
0.786 -0.195 0.570
-3.296 -1.578 -1.519
3.427 3.804 -5.202
0.185 -0.158 -1.897
0.708 -1.698 4.430
0.333 0.971 0.476
-0.090 1.127 -1.726
-4.274 -2.015 -1.428
-0.543 0.696 -0.190
0.954 0.143 -1.075
0.604 0.255 -0.493
1.652 -0.182 1.340
-1.989 -0.090 0.623
-0.737 0.034 -1.059
-0.506 1.308 1.413
0.268 -1.393 -0.153
-0.304 -0.887 1.130
-0.113 -0.045 -0.513
-0.152 0.244 -0.292
0.496 0.073 0.222
1.038 -0.907 2.047
0.486 0.106 -0.279
-0.105 0.119 0.540
0.229 0.604 0.038
0.290 -0.005 0.718
0.797 0.296 0.518
-0.158 -0.283 -0.171
0.156 -0.069 0.205
-0.145 -0.270 1.727

---

This record from the OMol25 dataset describes an isolated molecule of C4H9NO. The level of theory is the ωB97M-V functional and the def2-TZVPD basis.

Values from the calculation:
LUMO (spin up / spin down) (eV): -0.51 / -0.51
Largest force on an atom (eV/Å): 0.30
HOMO (spin up / spin down) (eV): -8.43 / -8.43
Multiplicity: 1
Orbital gap (spin up / spin down) (eV): 7.9 / 7.9
Energy above the lowest of the compared OMol25 structures with the same formula, charge and spin (eV): 4.7911

Element x y z (Å)
1 O 0.37973 -1.16845 -1.59510
2 N 0.41378 0.28836 0.24369
3 C 1.16335 1.42213 -0.26004
4 C 0.63072 -0.29024 1.43333
5 C -0.20958 -0.75372 -0.58463
6 C -1.74691 -0.52447 -0.62497
7 H 0.64455 0.35943 2.31648
8 H -2.19753 -1.48078 -0.90125
9 H 0.57289 1.99288 -0.97973
10 H -1.99454 0.20900 -1.39930
11 H 1.45683 2.06020 0.57984
12 H -2.14484 -0.20386 0.34176
13 H -0.31131 -1.44214 0.52991
14 H 1.15721 -1.23321 1.53649
15 H 2.06905 1.05303 -0.75454

Forces on the atoms, in the same order (eV/Å):
0.005 -0.067 0.131
0.089 -0.266 0.113
-0.025 0.147 -0.023
0.138 0.188 -0.067
-0.048 0.076 0.105
-0.151 -0.012 -0.038
0.036 -0.096 -0.117
0.061 0.178 0.003
0.026 -0.103 0.095
0.128 -0.047 0.089
-0.079 -0.079 -0.112
0.100 -0.017 -0.146
0.002 -0.033 -0.001
-0.150 0.026 -0.077
-0.132 0.106 0.044

---

This record from the OMol25 dataset describes an isolated molecule of C4H6N2O. The level of theory is the ωB97M-V functional and the def2-TZVPD basis.

Values from the calculation:
LUMO (eV): 0.78
Largest force on an atom (eV/Å): 1.60
HOMO (eV): -7.93
Multiplicity: 1
Orbital gap (eV): 8.7
Energy above the lowest of the compared OMol25 structures with the same formula, charge and spin (eV): 2.5654

Element x y z (Å)
1 O 0.44985 -0.07639 0.89350
2 N -0.43505 -2.41199 1.40907
3 N -0.60743 -1.45695 -0.90257
4 C -0.39893 -1.69688 0.27599
5 C 0.60666 2.03489 -0.41702
6 C -0.37189 -0.10808 -1.20258
7 C 0.24160 0.58841 -0.19792
8 H 1.68695 2.20238 -0.45696
9 H 0.17186 2.35681 -1.36990
10 H -1.34482 -2.48874 1.85805
11 H 0.19025 2.67550 0.36585
12 H 0.18620 -1.83069 1.96453
13 H -0.37525 0.21172 -2.22004

Forces on the atoms, in the same order (eV/Å):
-0.951 -0.811 -0.438
0.150 0.100 -0.032
-0.020 0.110 0.960
0.747 1.406 0.172
0.053 -0.041 0.086
0.406 0.230 -0.551
-0.275 -0.088 -0.614
-0.090 -0.122 0.109
0.149 -0.066 0.186
0.034 0.044 -0.271
0.079 -0.167 0.004
0.109 -0.666 0.775
-0.392 0.073 -0.384

---

This record from the OMol25 dataset describes an isolated molecule of CH5NS. The level of theory is the ωB97M-V functional and the def2-TZVPD basis.

Values from the calculation:
LUMO (spin up / spin down) (eV): 1.09 / -2.32
Largest force on an atom (eV/Å): 3.57
HOMO (spin up / spin down) (eV): -5.86 / -9.24
Multiplicity: 3
Orbital gap (spin up / spin down) (eV): 6.9 / 6.9
Energy above the lowest of the compared OMol25 structures with the same formula, charge and spin (eV): 0.8746
⟨S²⟩: 2.0111

Element x y z (Å)
1 S 1.09871 -1.08631 -0.79103
2 N -0.60428 -0.27761 -0.24033
3 C -0.09294 0.81262 0.61142
4 H -0.95374 1.11420 1.15331
5 H 0.21627 1.48257 -0.15362
6 H -1.02970 -1.09205 0.18609
7 H 0.71271 -1.45552 -2.03003
8 H 0.65298 0.50210 1.26419

Forces on the atoms, in the same order (eV/Å):
2.359 -0.829 -1.374
-0.221 0.303 0.410
-2.784 -1.290 -1.828
-0.477 1.094 0.752
0.510 1.244 0.186
-0.732 0.179 0.261
-0.338 -0.201 0.432
1.683 -0.499 1.161

---

This record from the OMol25 dataset describes an isolated molecule of C5H5NS. The level of theory is the ωB97M-V functional and the def2-TZVPD basis.

Values from the calculation:
LUMO (eV): -0.52
Largest force on an atom (eV/Å): 5.59
HOMO (eV): -8.12
Multiplicity: 1
Orbital gap (eV): 7.6
Energy above the lowest of the compared OMol25 structures with the same formula, charge and spin (eV): 3.8882

Element x y z (Å)
1 S -2.10826 -0.83223 0.03371
2 N -0.82284 1.88246 -0.07559
3 C 0.73393 -0.01439 -0.15326
4 C 3.26317 -0.55442 0.18410
5 C -0.38145 -0.95453 -0.04623
6 C 2.05123 -0.41761 -0.13325
7 C 0.39422 1.39700 0.12586
8 H -1.04873 2.99954 0.08297
9 H -1.52060 1.17605 0.00236
10 H 0.14795 -1.97197 0.16786
11 H 1.19159 2.10383 0.11800
12 H 4.35518 -0.90524 -0.24483

Forces on the atoms, in the same order (eV/Å):
2.795 -0.096 -0.214
1.020 4.277 1.504
-4.738 2.548 1.507
-0.041 -1.276 -3.116
0.915 -1.481 0.763
4.923 -0.293 1.739
0.420 -1.842 -3.088
0.819 -4.232 -0.414
-1.792 -0.581 -0.233
-1.608 1.282 -0.684
0.616 0.425 0.587
-3.329 1.269 1.648